The following is a quantum chemistry calculation of a cluster of 16 separate species, C19H70N14O16 in total, from OMol25.

The molar mass is 750.85 g mol⁻¹. For the total energy, the calculation gives -74456.5864 eV. The energy above the lowest of the compared OMol25 structures with the same formula, charge and spin comes out at 1132.63 kJ/mol. As for the multiplicity: 1. The value obtained for the frontier orbital gap is 0.30748 Ha.

Each atom is followed by the atoms it is bonded to, with distances in Å.
CARTESIAN COORDINATES (ANGSTROEM)
1 C -1.0244 0.9818 -0.2870  C2 1.529, H4 1.076, H5 1.082, H6 1.030
2 C 0.2196 0.0938 -0.2610  C1 1.529, O3 1.412, H7 1.064, H8 1.122
3 O 0.3756 -0.2372 1.1030  C2 1.412, H9 0.913
4 H -1.2624 1.3538 -1.2680  C1 1.076
5 H -0.9364 1.8298 0.3790  C1 1.082
6 H -1.8474 0.4358 0.0070  C1 1.030
7 H 1.0756 0.6858 -0.4810  C2 1.064
8 H 0.2796 -0.7852 -0.9560  C2 1.122
9 H 0.5946 0.5298 1.5470  O3 0.913
10 C -0.5454 -3.0252 -3.3350  C11 1.536, H13 1.078, H14 1.039, H15 1.134
11 C -0.6354 -4.4212 -3.9700  C10 1.536, O12 1.347, H16 1.073, H17 1.104
12 O -0.4374 -5.3672 -3.0320  C11 1.347, H18 0.929
13 H -1.1964 -2.8212 -2.5000  C10 1.078
14 H -0.8804 -2.3632 -4.0620  C10 1.039
15 H 0.4476 -2.5852 -3.0100  C10 1.134
16 H 0.1516 -4.6132 -4.6740  C11 1.073
17 H -1.6324 -4.5872 -4.4140  C11 1.104
18 H -0.3764 -6.1862 -3.4670  O12 0.929
19 C -0.4354 4.9348 0.2540  C20 1.488, H22 1.086, H23 1.089, H24 1.091
20 C -0.3194 4.4488 -1.1480  C19 1.488, O21 1.389, H25 1.070, H26 1.082
21 O -1.5224 4.4908 -1.8410  C20 1.389, H27 0.967
22 H -1.0084 5.8518 0.3540  C19 1.086
23 H 0.5886 5.1508 0.5560  C19 1.089
24 H -0.7144 4.1408 0.9480  C19 1.091
25 H 0.1176 3.4728 -1.1870  C20 1.070
26 H 0.4806 5.0208 -1.5990  C20 1.082
27 H -1.5744 4.0558 -2.7030  O21 0.967
28 C 2.6866 -3.4522 -0.3300  O29 1.402, N30 1.294, N31 1.293
29 O 4.0206 -3.8822 -0.3350  C28 1.402
30 N 2.2896 -2.2592 -0.0220  C28 1.294, H32 1.045, H33 0.952
31 N 1.6586 -4.0692 -0.8150  C28 1.293, H34 1.026, H35 0.986
32 H 2.9336 -1.4592 0.1710  N30 1.045
33 H 1.3776 -1.9892 -0.0510  N30 0.952
34 H 1.6696 -5.0802 -0.9910  N31 1.026
35 H 0.7826 -3.6492 -0.9820  N31 0.986
36 C 0.8196 2.9968 3.3380  O37 1.377, N38 1.297, N39 1.298
37 O 0.2756 2.2508 2.3160  C36 1.377
38 N 0.1206 3.9168 3.9280  C36 1.297, H40 1.002, H41 1.014
39 N 2.0236 2.7248 3.7400  C36 1.298, H42 0.993, H43 1.069
40 H -0.8544 4.0628 3.7490  N38 1.002
41 H 0.5126 4.6148 4.5510  N38 1.014
42 H 2.4636 1.9148 3.3700  N39 0.993
43 H 2.4306 3.1988 4.6080  N39 1.069
44 C -3.0144 2.4308 3.1440  O45 1.411, N46 1.302, N47 1.342
45 O -2.5894 3.7588 3.3630  C44 1.411
46 N -3.5004 1.7528 4.1440  C44 1.302, H48 1.087, H49 1.020
47 N -3.0524 1.8568 1.9320  C44 1.342, H50 1.004, H51 1.038
48 H -3.3554 2.2058 5.1210  N46 1.087
49 H -3.5574 0.7348 4.1640  N46 1.020
50 H -2.7474 2.2798 1.0740  N47 1.004
51 H -2.9794 0.8228 1.8690  N47 1.038
52 C -1.4864 -3.9092 0.1390  O53 1.393, N54 1.290, N55 1.299
53 O -0.8564 -2.7252 -0.2360  C52 1.393
54 N -2.0324 -4.0612 1.2980  C52 1.290, H56 1.022, H57 1.007
55 N -1.4524 -5.0322 -0.5130  C52 1.299, H58 1.043, H59 1.019
56 H -2.0094 -3.2402 1.9060  N54 1.022
57 H -1.9844 -4.9472 1.7750  N54 1.007
58 H -1.0314 -5.0752 -1.4660  N55 1.043
59 H -2.1534 -5.7652 -0.4100  N55 1.019
60 C -3.0284 -1.3102 2.7930  O61 1.327, N62 1.292, N63 1.278
61 O -3.6454 -1.2092 3.9640  C60 1.327
62 N -1.8514 -1.8162 2.6240  C60 1.292, H64 1.047, H65 1.007
63 N -3.5104 -0.8732 1.6930  C60 1.278, H66 1.042, H67 1.045
64 H -1.3344 -2.1232 3.4810  N62 1.047
65 H -1.2764 -1.5542 1.8400  N62 1.007
66 H -4.4994 -0.5452 1.6840  N63 1.042
67 H -3.2394 -1.1572 0.7240  N63 1.045
68 C 0.6076 1.7888 -3.4650  O69 1.374, N70 1.282, N71 1.274
69 O -0.4924 2.6088 -3.5320  C68 1.374
70 N 0.4466 0.5188 -3.4060  C68 1.282, H72 0.997, H73 1.068
71 N 1.7936 2.2418 -3.3550  C68 1.274, H74 1.012, H75 1.000
72 H -0.4984 0.2148 -3.4990  N70 0.997
73 H 1.2856 -0.1202 -3.2390  N70 1.068
74 H 1.8946 3.2358 -3.1910  N71 1.012
75 H 2.6196 1.6838 -3.4370  N71 1.000
76 C -3.1784 -0.6832 -2.0990  O77 1.347, N78 1.286, N79 1.270
77 O -2.1114 -0.3662 -2.8580  C76 1.347
78 N -3.1564 -1.4242 -1.0480  C76 1.286, H80 1.051, H81 0.973
79 N -4.3274 -0.2392 -2.4070  C76 1.270, H82 1.015, H83 1.045
80 H -2.2044 -1.8162 -0.8360  N78 1.051
81 H -3.9874 -1.7332 -0.6460  N78 0.973
82 H -4.2204 0.3678 -3.2140  N79 1.015
83 H -5.1174 -0.1322 -1.7310  N79 1.045
84 C 0.8976 -3.7082 2.8350  O85 1.360, H86 1.112, H87 1.118, H88 1.066
85 O 1.8576 -3.3062 3.7100  C84 1.360, H89 0.953
86 H -0.0094 -4.1312 3.3200  C84 1.112
87 H 1.2146 -4.4332 2.0450  C84 1.118
88 H 0.4556 -2.9502 2.2290  C84 1.066
89 H 2.6856 -3.3052 3.2380  O85 0.953
90 C 3.5646 3.4098 0.2570  O91 1.420, H92 1.059, H93 1.100, H94 1.089
91 O 2.9486 4.2638 1.2090  C90 1.420, H95 0.916
92 H 4.2356 2.7108 0.6850  C90 1.059
93 H 4.1656 4.0678 -0.3870  C90 1.100
94 H 2.8846 2.8998 -0.4240  C90 1.089
95 H 2.3846 3.6898 1.6470  O91 0.916
96 C 3.4306 -1.3762 -3.5020  O97 1.431, H98 1.059, H99 1.071, H100 1.030
97 O 2.3796 -1.1812 -2.5510  C96 1.431, H101 0.930
98 H 4.3316 -1.3912 -2.9460  C96 1.059
99 H 3.5156 -0.5852 -4.2190  C96 1.071
100 H 3.1616 -2.2682 -3.9410  C96 1.030
101 H 2.4426 -1.8032 -1.8620  O97 0.930
102 C 5.1056 0.5678 -0.2040  O103 1.417, H104 1.100, H105 1.092, H106 1.064
103 O 3.7316 0.4148 -0.5150  C102 1.417, H107 0.944
104 H 5.3006 0.4788 0.8750  C102 1.100
105 H 5.4736 1.5358 -0.5520  C102 1.092
106 H 5.7306 -0.1462 -0.6860  C102 1.064
107 H 3.4986 0.6088 -1.4090  O103 0.944
108 C 3.0586 -0.3792 2.8290  O109 1.379, H110 1.126, H111 1.038, H112 1.089
109 O 2.9226 0.7758 2.0880  C108 1.379, H113 0.921
110 H 2.1516 -0.5542 3.4730  C108 1.126
111 H 3.8406 -0.3272 3.5090  C108 1.038
112 H 3.1296 -1.2742 2.2130  C108 1.089
113 H 3.5786 0.8548 1.4460  O109 0.921
114 C -4.7234 3.2568 -0.8350  O115 1.413, H116 1.094, H117 1.070, H118 1.084
115 O -3.5504 2.8338 -1.5000  C114 1.413, H119 0.963
116 H -5.2684 4.0058 -1.4170  C114 1.094
117 H -4.4564 3.6788 0.1110  C114 1.070
118 H -5.4714 2.5018 -0.6210  C114 1.084
119 H -2.9634 3.5968 -1.4860  O115 0.963